Density functional theory data (ωB97M-V/def2-TZVPD) for a structure of composition C28H37AsIrN4O4 in a non-equilibrium geometry.

The value obtained for the energy relative to the best compared isomer or geometry (same formula, charge and spin) is 0.0 kJ/mol. As for the multiplicity: 5. Its net charge is -1. The total energy comes out at -3949.2042 hartree. The calculation puts the molar mass at 760.77 g mol⁻¹. The calculation puts the HOMO energy (spin up / spin down) at -5.18 / -5.19 eV. As for the LUMO energy (spin up / spin down): 0.081 / 0.044 Eh.

Each line ends with the Mulliken spin population.
Geometry (Å):
Ir  0.895  0.376  -0.256  2.2785
O  0.176  7.594  -1.721  -0.0001
C  1.264  7.205  -1.302  -0.0004
O  2.333  7.786  -1.104  -0.0001
C  1.309  5.660  -0.961  -0.0008
C  2.485  5.031  -0.570  -0.0011
C  2.469  3.671  -0.316  -0.0012
N  1.383  2.919  -0.445  0.0803
C  0.249  3.527  -0.801  -0.0136
C  0.163  4.891  -1.048  -0.0036
C  -0.957  2.635  -1.002  0.0176
O  -2.090  3.098  -0.939  0.0170
O  -0.662  1.420  -1.268  0.0020
H  3.404  5.606  -0.469  0.0008
H  3.371  3.164  0.016  0.0010
H  -0.792  5.334  -1.319  0.0006
C  4.194  0.291  -0.643  0.0334
N  3.100  -0.133  -1.512  0.0895
C  3.050  0.691  -2.715  0.0059
C  3.294  -1.552  -1.801  -0.0115
C  2.238  -2.177  -2.701  -0.0111
N  0.898  -2.124  -2.142  0.0618
C  0.773  -3.015  -0.999  -0.0210
C  -0.059  -2.487  -3.170  0.0009
H  5.175  0.120  -1.119  -0.0026
H  4.150  -0.265  0.295  0.0029
H  4.088  1.353  -0.416  -0.0118
H  3.938  0.558  -3.355  -0.0008
H  2.978  1.742  -2.426  0.0104
H  2.156  0.441  -3.291  -0.0082
H  3.297  -2.066  -0.833  0.0125
H  4.283  -1.711  -2.274  -0.0009
H  2.555  -3.225  -2.900  0.0002
H  2.228  -1.657  -3.668  -0.0027
H  1.159  -4.028  -1.219  0.0018
H  -0.280  -3.081  -0.715  0.0048
H  1.314  -2.586  -0.151  0.0262
H  0.102  -3.518  -3.536  0.0006
H  0.028  -1.803  -4.022  0.0004
H  -1.073  -2.401  -2.768  0.0006
N  1.668  -0.587  1.167  1.0404
C  1.811  -1.103  2.364  -0.1738
C  2.562  -2.294  2.597  0.2009
C  2.742  -2.791  3.864  -0.0867
C  2.197  -2.151  4.969  0.1898
C  1.454  -0.989  4.775  -0.0888
C  1.266  -0.468  3.521  0.2133
H  3.010  -2.798  1.748  0.0094
H  3.347  -3.686  4.010  -0.0030
H  2.343  -2.555  5.964  0.0138
H  1.045  -0.470  5.638  -0.0041
H  0.698  0.440  3.364  0.0096
C  -3.037  -2.575  -0.609  0.0123
As  -2.023  -0.845  -0.691  0.0836
C  -3.496  0.157  -1.519  0.0187
C  -2.259  -0.293  1.213  0.0037
C  -3.656  -0.404  1.680  0.0001
C  -4.118  -1.590  2.248  0.0014
C  -5.449  -1.749  2.580  -0.0008
C  -6.350  -0.721  2.361  0.0003
C  -5.898  0.476  1.831  -0.0005
C  -4.566  0.638  1.503  0.0019
H  -4.056  -2.417  -0.250  0.0002
H  -2.546  -3.300  0.045  0.0002
H  -3.096  -3.011  -1.613  -0.0002
H  -4.447  -0.064  -1.024  0.0022
H  -3.563  -0.112  -2.579  -0.0005
H  -3.281  1.228  -1.444  -0.0029
H  -1.887  0.736  1.257  -0.0041
H  -1.590  -0.937  1.798  0.0047
H  -3.416  -2.402  2.425  0.0003
H  -5.787  -2.685  3.013  0.0000
H  -7.396  -0.848  2.612  0.0000
H  -6.595  1.294  1.670  0.0000
H  -4.219  1.588  1.096  0.0005

---

Density functional theory data (ωB97M-V/def2-TZVPD) for a structure of composition C28H37BCl4N7OSiTa in a non-equilibrium geometry.

The value obtained for the energy relative to the best compared isomer or geometry (same formula, charge and spin) is 0.0 kJ/mol. Its net charge is +2. The total energy comes out at -3759.5399 hartree. The calculation puts the molar mass at 849.31 g mol⁻¹. The calculation puts the HOMO energy at -13.58 eV. As for the LUMO energy: -0.255 Eh.

Each line ends with the Löwdin charge.
Geometry (Å):
Ta  0.088  0.053  -0.117  1.7056
C  -0.033  -2.197  -2.899  -0.0182
C  0.570  -2.687  -1.631  -0.2914
C  1.062  -3.945  -1.365  0.0601
C  1.408  -3.957  -0.016  -0.2250
C  1.978  -5.074  0.791  0.0149
N  1.146  -2.754  0.496  0.0576
N  0.642  -1.940  -0.490  -0.0934
B  1.214  -2.268  1.970  -0.5148
N  2.105  -1.035  2.049  0.0400
N  1.783  0.142  1.407  -0.0593
C  2.723  1.034  1.801  -0.3395
C  2.821  2.450  1.362  -0.0516
C  3.610  0.436  2.680  0.0456
C  3.192  -0.871  2.816  -0.2317
C  3.796  -1.970  3.624  0.0082
N  -0.199  -1.851  2.387  0.0459
N  -0.780  -0.812  1.716  -0.0757
C  -2.049  -0.710  2.176  -0.3517
C  -3.039  0.288  1.675  -0.0380
C  -2.252  -1.664  3.159  0.0468
C  -1.061  -2.373  3.264  -0.2332
C  -0.721  -3.520  4.154  0.0135
H  0.571  -2.506  -3.750  0.1043
H  -1.024  -2.639  -3.023  0.0987
H  -0.137  -1.117  -2.930  0.0324
H  1.151  -4.764  -2.059  0.1360
H  2.169  -5.927  0.146  0.0970
H  2.915  -4.780  1.262  0.0935
H  1.292  -5.385  1.578  0.0916
H  1.631  -3.146  2.654  0.1233
H  2.010  2.741  0.710  -0.0001
H  2.842  3.107  2.233  0.0968
H  3.757  2.619  0.828  0.1065
H  4.453  0.900  3.164  0.1361
H  4.710  -1.613  4.091  0.0960
H  3.119  -2.306  4.409  0.0929
H  4.042  -2.829  3.001  0.0895
H  -2.777  0.691  0.700  0.0293
H  -4.018  -0.182  1.588  0.1028
H  -3.135  1.124  2.368  0.0761
H  -3.151  -1.826  3.730  0.1330
H  -1.560  -3.732  4.812  0.0954
H  -0.502  -4.419  3.577  0.0901
H  0.151  -3.299  4.768  0.0948
Cl  -2.097  3.040  -3.179  0.7918
C  -2.826  1.531  -2.828  -0.5678
C  -4.080  1.189  -3.400  -0.0779
C  -4.666  -0.014  -3.124  -0.5779
Cl  -6.178  -0.402  -3.843  0.7854
C  -4.052  -0.959  -2.246  -0.1464
C  -4.560  -2.227  -1.886  0.0253
C  -3.845  -3.012  -1.020  -0.0013
C  -2.624  -2.540  -0.500  -0.0883
N  -2.122  -1.369  -0.818  0.0642
C  -2.823  -0.600  -1.686  -0.1897
C  -2.229  0.630  -2.006  -0.3154
O  -1.008  0.797  -1.405  -0.3927
H  -4.562  1.893  -4.064  0.1225
H  -5.504  -2.563  -2.294  0.1128
H  -4.205  -3.987  -0.726  0.1220
H  -2.050  -3.141  0.199  0.1275
Cl  -0.587  2.418  0.872  0.6490
C  -0.217  3.077  2.556  -0.8293
Cl  -0.682  1.987  3.810  0.6724
H  -0.807  3.986  2.565  0.0538
H  0.848  3.253  2.565  0.0052
C  1.803  0.313  -3.596  -0.2113
Si  2.056  0.895  -1.844  0.4622
C  3.703  0.218  -1.292  -0.2029
C  2.013  2.766  -1.938  -0.2049
H  2.544  0.863  -4.184  0.0536
H  0.822  0.539  -4.017  0.0379
H  2.012  -0.748  -3.723  0.0249
H  4.478  0.504  -2.010  0.0495
H  3.670  -0.875  -1.265  0.0333
H  4.025  0.564  -0.312  0.0083
H  2.755  3.049  -2.691  0.0531
H  2.259  3.305  -1.032  -0.0002
H  1.040  3.115  -2.292  0.0203

---

Density functional theory data (ωB97M-V/def2-TZVPD) for an isolated molecule of C28H37BN3O2P in a non-equilibrium geometry.

Its structure (SMILES) is [H]/N=C(/C)Cc1cc(CC(=O)c2ccccc2)c2nc(CCCCC)c(B(C)O)nc2c1P(C)CC. The total energy comes out at -1769.9940 hartree. The calculation puts the molar mass at 489.41 g mol⁻¹. The calculation puts the HOMO energy at -7.84 eV. As for the LUMO energy: -0.017 Eh.

Each line ends with the Löwdin charge.
Geometry (Å):
H  -2.869  -2.427  -2.171  0.0227
N  -3.318  -3.167  -1.610  0.1303
C  -3.954  -2.629  -0.632  -0.3933
C  -4.721  -3.601  0.322  -0.0597
C  -3.946  -1.053  -0.410  -0.1282
C  -2.446  -0.624  -0.286  -0.1896
C  -1.700  -1.190  0.900  0.0293
C  -0.314  -0.825  1.061  -0.1032
C  0.430  -1.393  2.340  -0.0484
C  -0.034  -0.563  3.608  -0.3224
O  0.763  0.003  4.329  0.0869
C  -1.548  -0.400  3.986  -0.1306
C  -2.380  -1.527  4.460  -0.0429
C  -3.813  -1.362  4.779  -0.0831
C  -4.501  -0.060  4.663  -0.0739
C  -3.662  1.068  4.187  -0.0747
C  -2.232  0.906  3.875  -0.0207
C  0.447  0.052  0.096  -0.1269
N  1.783  0.294  0.402  0.1690
C  2.308  1.127  -0.531  -0.1515
C  3.817  1.557  -0.326  -0.1320
C  4.491  0.918  0.950  -0.1913
C  5.353  -0.377  0.566  -0.1958
C  6.860  -0.136  1.054  -0.2688
C  7.572  -1.556  1.235  -0.1368
C  1.604  1.675  -1.736  -0.0675
B  2.378  2.655  -2.774  -0.4161
C  2.926  4.120  -2.412  -0.0211
O  2.561  2.150  -4.065  0.1191
N  0.295  1.403  -2.004  0.1464
C  -0.301  0.588  -1.048  -0.1701
C  -1.768  0.270  -1.240  -0.2427
P  -2.824  0.905  -2.648  0.9529
C  -2.258  2.584  -3.252  -0.3289
C  -2.562  -0.298  -4.108  -0.3908
C  -4.043  -0.716  -4.563  -0.1941
H  -4.202  -3.583  1.329  0.0731
H  -5.818  -3.364  0.409  0.0811
H  -4.564  -4.649  -0.063  0.0787
H  -4.518  -0.506  -1.200  0.0666
H  -4.455  -0.810  0.572  0.1183
H  -2.194  -1.858  1.649  0.1123
H  -0.019  -2.421  2.495  0.1242
H  1.539  -1.418  2.226  0.1116
H  -1.978  -2.562  4.577  0.1054
H  -4.442  -2.225  5.115  0.0932
H  -5.588  0.075  4.898  0.0968
H  -4.174  2.051  4.071  0.0925
H  -1.701  1.839  3.551  0.1140
H  4.366  1.261  -1.268  0.1224
H  3.904  2.678  -0.210  0.1038
H  5.255  1.673  1.309  0.0990
H  3.801  0.749  1.813  0.1048
H  5.014  -1.306  1.089  0.1040
H  5.426  -0.481  -0.552  0.1064
H  6.892  0.404  2.048  0.1027
H  7.460  0.463  0.320  0.1018
H  7.284  -2.173  0.333  0.0733
H  7.173  -2.048  2.164  0.0712
H  8.685  -1.482  1.324  0.0638
H  2.090  4.843  -2.675  0.0857
H  3.805  4.405  -3.066  0.0760
H  3.147  4.291  -1.329  0.0550
H  3.142  2.717  -4.602  0.1019
H  -1.833  3.186  -2.408  0.0317
H  -1.432  2.507  -4.024  0.0319
H  -3.074  3.180  -3.755  0.0360
H  -1.991  0.198  -4.933  0.0696
H  -2.089  -1.245  -3.727  0.0598
H  -4.591  -1.168  -3.683  0.0511
H  -4.595  0.250  -4.771  0.0616
H  -4.017  -1.390  -5.455  0.0671